Record 1
DFT (ωB97M-V/def2-TZVPD) results for a structure of composition C26H21AgN8O7S2.

Geometry as XYZ:
```
65
Properties=species:S:1:pos:R:3:forces:R:3
H -5.1182 2.2476 0.9456 0.059 0.031 -0.009
H -4.8482 -6.2451 -0.5352 0.000 0.020 0.047
N 3.1038 0.8807 -1.0014 -0.032 0.063 0.013
H -6.8564 -3.0159 -2.4935 -0.005 0.020 0.032
C 0.7208 2.8817 1.2244 0.130 0.368 -0.226
H 5.3311 2.2050 1.0861 0.000 -0.041 -0.020
H 3.6149 1.9904 1.4988 -0.034 0.044 -0.012
H 5.7102 -2.7058 -2.3599 -0.014 -0.010 0.011
N -0.2665 -1.9858 -0.3408 -0.080 -0.275 0.009
S 1.4762 -0.1694 -2.7868 0.031 0.183 -0.086
C 4.9230 -1.0381 -1.2965 -0.145 0.098 -0.076
H -1.7353 -4.3183 -2.2531 -0.008 -0.006 -0.026
H 1.7240 -1.8208 0.0798 0.025 0.063 -0.036
H 0.6208 -5.0504 -2.5025 -0.006 0.012 -0.019
N 3.8287 -1.1111 -2.0145 0.300 -0.219 0.047
N 0.3516 6.2267 3.8780 -0.022 0.562 0.292
O 0.7210 7.3388 3.4981 -0.012 -0.094 -0.041
H -5.4793 0.6588 1.4298 0.025 -0.069 -0.059
C -3.7795 -3.0556 -1.0570 -0.088 -0.203 0.125
C 0.9876 4.2649 0.8110 -0.254 -0.400 0.829
C -5.9785 -4.7294 -1.5489 -0.012 -0.014 0.070
C 4.2166 0.9778 -0.2650 0.338 -0.005 0.140
H 4.0609 3.0499 0.1664 -0.051 0.089 0.024
O 1.3343 5.8080 -0.8424 -0.091 0.127 0.142
H 2.3456 1.5614 -0.8577 -0.177 -0.001 0.103
C 5.1909 0.0214 -0.4090 -0.100 0.050 0.037
C 5.9006 -2.1703 -1.4326 -0.016 0.012 -0.059
H 6.9297 -1.8087 -1.4193 0.003 -0.009 0.041
H -4.9367 -1.5430 -2.0357 0.022 0.000 0.004
C -4.8701 -5.2136 -0.8683 -0.058 -0.080 -0.065
C -4.9126 -2.5747 -1.7168 0.047 -0.021 -0.091
O 0.0767 1.1950 4.3738 0.092 0.008 -0.005
C -3.7870 -4.3851 -0.6231 -0.017 0.125 0.013
N -2.7285 -0.9616 -0.3625 0.196 -0.084 -0.262
O -0.8755 0.6380 2.4204 0.165 0.025 0.198
Ag -0.8539 0.4596 0.0772 -0.252 -0.027 -0.009
C 0.8497 5.3310 1.6898 0.063 0.219 -0.055
H -0.2246 3.6693 4.4278 0.059 -0.130 0.005
N -5.1530 1.2734 0.6978 -0.112 -0.057 0.147
C 0.4401 5.1260 2.9845 0.015 -0.691 -0.449
C -4.0140 0.8374 0.0536 0.197 0.244 -0.550
C -0.9406 -3.7934 -1.7428 -0.085 0.091 0.041
H -2.9372 -4.7644 -0.0699 0.038 -0.007 -0.030
S -3.0090 1.9917 -0.6845 0.130 0.110 0.065
H 2.4120 -3.7563 -1.3130 0.018 -0.002 0.014
H 5.7700 -2.8623 -0.5976 0.038 -0.006 0.008
O 0.9085 1.8923 0.4758 0.512 0.315 -0.003
C -2.6177 -2.1801 -0.7847 -0.238 0.338 0.129
C 0.2439 2.7414 2.5927 -0.166 -0.216 -0.019
C 2.8779 -0.1373 -1.9047 -0.323 -0.090 -0.286
C -0.2043 1.3819 3.1779 -0.131 -0.012 -0.078
N -3.9149 -0.4782 -0.0433 -0.625 -0.402 0.478
N 1.3832 4.6245 -0.5093 0.338 0.028 -0.931
C 1.3672 -3.4968 -1.2183 0.021 -0.053 0.005
O 1.7821 3.7747 -1.3021 0.045 -0.267 0.394
C 4.3248 2.1271 0.6804 -0.173 -0.007 -0.011
O -0.0877 6.0417 5.0078 0.003 -0.106 -0.036
C 0.3745 -4.1979 -1.8803 0.017 0.024 0.066
H -6.8285 -5.3746 -1.7384 0.009 -0.001 -0.021
C 0.1195 3.8151 3.4141 0.055 0.366 0.139
H 6.1072 0.0651 0.1606 -0.021 0.040 0.031
C -1.2404 -2.6762 -0.9532 0.358 -0.009 -0.125
C 0.9846 -2.3982 -0.4645 0.016 -0.061 0.048
C -5.9953 -3.4047 -1.9626 0.004 -0.011 -0.079
H 1.0795 6.3245 1.3402 -0.022 0.011 0.028
```
Forces are in eV/Å.

Properties
HOMO-LUMO gap ... 0.2300 Ha
Largest force on an atom ... 0.99 eV/Å
ΔE to the lowest compared entry with this formula, charge and spin ... 0.0 kJ/mol
LUMO ... 0.1481 hartree
Charge ... -2
Highest occupied orbital energy ... -2.227 eV

=====

Record 2
DFT (ωB97M-V/def2-TZVPD) results for a structure of composition C26H21AlAsCl5N2 at a distorted geometry.

Geometry as XYZ:
```
56
Properties=species:S:1:pos:R:3:forces:R:3
Cl 11.1411 6.6666 5.8146 0.350 -0.275 0.183
C 6.9001 10.8010 8.2208 2.099 -0.885 -1.470
C 5.9860 11.2122 11.8546 1.217 0.326 -0.808
H 6.4556 11.6782 13.8949 -0.438 -0.114 0.915
H 11.6653 12.1678 10.8056 0.359 -0.382 0.147
H 6.4322 7.8954 6.5094 0.188 0.282 -0.071
H 13.8355 11.1658 9.0905 -0.652 0.617 0.076
C 11.3376 6.6411 8.5339 0.101 -0.278 -1.760
N 11.7900 12.2150 7.5408 0.345 0.015 0.099
C 6.3922 8.6815 7.2563 -0.188 0.079 1.590
C 7.8614 13.1941 11.2397 -0.441 -0.627 0.142
C 6.4131 11.3862 10.5298 0.877 1.285 -0.692
C 13.2615 12.0588 9.4529 -0.606 -2.232 -0.094
H 8.5402 13.9701 11.0372 1.036 0.852 -0.231
C 12.8126 12.9242 8.3311 1.063 1.532 0.496
H 6.4794 16.8310 5.4227 -0.261 1.326 -0.052
Cl 11.9408 5.0589 8.4164 -0.073 -0.245 -0.269
Al 10.4560 11.3032 8.7042 1.493 -0.445 0.205
Cl 11.0670 9.6969 5.9200 -0.739 -0.268 1.075
Cl 11.2008 6.1713 11.0876 -0.196 0.396 0.767
H 5.2452 7.3778 8.4320 -0.009 0.174 0.604
As 8.2291 12.2187 8.5225 -3.459 0.760 0.266
N 11.9726 11.5514 10.0462 -0.431 0.741 0.553
H 8.1155 13.3206 13.3229 0.398 0.920 0.904
C 5.5999 9.2576 9.5480 -0.124 -1.232 -1.205
H 13.9123 12.4813 10.1981 -0.019 0.672 0.197
C 6.5719 11.9602 12.8841 0.692 -0.244 -1.901
C 7.8799 13.9268 6.1665 1.219 -0.584 1.097
H 8.4511 13.0930 5.7198 -0.401 0.542 -0.151
H 11.3693 12.8477 6.8850 -0.210 0.439 -0.592
C 6.1749 10.4916 9.3630 0.408 0.485 1.675
C 11.1321 7.3925 7.3656 -0.345 0.858 -0.664
C 7.1211 9.8783 7.1815 -0.107 -0.680 0.585
C 10.8470 8.7680 7.4460 0.797 -0.924 -0.130
C 7.5381 12.9094 12.5474 -1.016 -0.574 0.148
H 6.5884 14.7157 9.2237 0.011 0.223 0.068
C 6.9028 14.8068 8.1949 0.179 0.479 -0.914
H 5.4602 10.3098 12.0334 -0.922 -0.333 0.577
H 7.9142 15.0293 4.3896 -0.457 0.541 0.043
H 5.9511 16.7013 7.8517 -0.257 0.209 0.340
H 5.1812 8.9622 10.5162 -0.005 0.090 -0.620
C 7.3424 12.4238 10.2200 0.010 -0.812 1.112
Cl 10.1257 9.1259 11.3148 -0.041 0.715 0.366
H 13.7082 13.1791 7.7819 -0.044 0.116 -0.756
C 7.6318 13.8002 7.5701 0.187 0.597 -1.839
H 7.9865 9.9334 6.4868 -1.052 0.441 0.127
C 11.0511 7.1894 9.7430 -0.121 1.574 0.488
H 12.1029 10.6167 10.4050 -0.060 -0.182 0.585
C 6.8751 16.0889 6.0581 0.088 -1.777 0.480
C 6.5396 15.9245 7.4076 0.043 -0.156 -0.053
C 5.7028 8.3638 8.4672 -0.155 0.289 -1.358
C 10.5969 9.3860 8.6817 0.166 0.041 -1.675
C 10.6811 8.5734 9.7784 -0.322 -2.152 0.976
H 12.2870 11.5240 6.9771 -0.303 -0.185 -0.153
H 12.4496 13.8818 8.7331 -0.348 -0.318 -0.258
C 7.5725 15.0716 5.4204 0.479 -1.708 0.828
```
Forces are in eV/Å.

Properties
HOMO-LUMO gap ... 0.2703 Ha
Largest force on an atom ... 3.55 eV/Å
ΔE to the lowest compared entry with this formula, charge and spin ... 56.9 kJ/mol
LUMO ... -0.2402 hartree
Charge ... +2
Highest occupied orbital energy ... -13.891 eV

=====

Record 3
DFT (ωB97M-V/def2-TZVPD) results for a cluster of 5 separate species, C26H21BClF3NO19 in total at a distorted geometry.

Geometry as XYZ:
```
72
Properties=species:S:1:pos:R:3:forces:R:3
H -2.6478 4.5003 -4.4584 0.008 -0.014 -0.002
H 2.6158 -1.1617 2.2445 0.160 0.007 -0.055
H -0.7303 -4.5949 7.5650 -0.081 0.084 0.009
O 4.7838 -0.7507 -0.6007 -1.017 -0.189 0.063
O 4.3648 -4.5437 4.8545 0.104 -0.049 -0.080
H 1.6890 -7.2238 7.3867 -0.030 0.001 0.015
F -0.3829 -1.0277 -1.3983 0.117 -0.080 0.023
C 0.6472 -0.3449 -1.8652 -0.084 0.565 -0.041
C 1.2482 2.9245 3.3824 0.155 -0.004 -0.251
C -3.7109 6.0144 -1.4693 0.085 -0.092 0.268
H 0.5227 -0.1431 4.9488 0.018 -0.023 -0.015
H 4.1555 -0.2635 -0.0265 0.384 0.126 0.450
H 2.2136 -1.8798 -0.7080 -0.030 0.341 0.419
H -2.1935 -0.2979 -7.5379 0.016 0.006 0.003
O -1.0845 0.3164 -5.2013 0.092 -0.020 0.144
O 1.5331 -1.1470 -2.5413 -0.157 0.037 -0.033
H 1.7072 -3.0866 -1.8550 -0.212 -0.464 -0.345
C 0.9516 0.5439 4.2310 -0.118 0.074 0.146
F 1.2675 0.2501 -0.8346 -0.169 -0.038 -0.108
H -1.0368 2.5277 -1.9427 -0.009 -0.092 0.152
C 0.8856 -5.2945 6.9957 0.140 -0.260 0.047
O -4.7478 -0.8362 -7.9014 -0.260 -0.055 -0.089
O -1.6511 3.3973 -0.2631 0.205 -0.222 -0.036
O 2.0321 -1.1419 3.0184 -0.004 -0.099 -0.061
C -5.1425 -0.4654 -5.6328 -0.003 0.061 0.290
H 4.8383 -5.3903 4.9640 0.067 -0.106 0.027
O -4.4783 7.0342 -1.1407 -0.088 0.106 -0.051
C -2.1149 3.9097 -2.4873 -0.131 0.091 -0.273
O -0.0095 2.4236 5.2804 -0.118 0.299 0.095
H -1.0291 0.5145 -4.2461 -0.160 0.092 -0.146
C -3.5895 5.7618 -2.9489 0.295 -0.379 -0.233
C 2.2966 -3.7212 5.5885 -0.157 0.192 -0.003
C 2.1507 -2.1126 -1.7579 0.143 -0.209 -0.079
H -6.4860 -0.9036 -6.8245 -0.040 -0.029 -0.105
H 0.3720 4.2194 4.3621 -0.059 0.054 0.078
O -6.4144 -0.7162 -5.8698 -0.107 -0.046 -0.108
C -4.6691 -0.1675 -4.4137 0.156 0.077 0.189
C 2.0268 2.5029 2.3699 0.199 -0.194 -0.225
H -4.8117 7.4098 -1.9770 -0.061 0.064 -0.083
C -4.2445 -0.5411 -6.8388 0.508 0.095 0.001
O -1.3275 2.8918 -2.7983 0.194 -0.001 -0.079
C -3.0805 5.2508 -0.5643 0.151 -0.197 0.120
H 2.4473 3.1814 1.6418 -0.015 0.048 0.027
H -5.3044 -0.1138 -3.5413 -0.035 -0.012 -0.013
H 5.0357 0.7517 -2.4944 0.268 0.534 -0.102
Cl 4.3289 -3.5410 -1.4967 0.032 -0.106 -0.217
F 0.2266 0.5840 -2.7087 0.345 -0.237 0.300
B 4.3522 -0.8724 -1.8709 0.510 0.245 0.973
O 0.9403 4.1829 3.5681 -0.102 0.147 0.128
O 4.5494 -0.0011 -2.8341 -0.325 -0.306 -0.992
C 3.2208 -4.6849 5.5069 -0.101 0.256 -0.030
H -3.1623 5.4236 0.4991 -0.036 0.029 0.002
C -2.2537 4.1481 -1.0102 -0.308 0.430 0.251
C -2.7414 4.6662 -3.3945 -0.109 0.121 -0.104
C 1.8103 -6.2612 6.9112 0.176 -0.098 -0.062
N 3.5624 -2.1793 -2.2606 0.222 0.001 0.214
O 0.1770 -3.1409 6.4300 -0.231 0.014 0.113
H 3.5675 -2.3389 -3.2699 -0.058 -0.036 -0.117
O 3.9116 -6.8495 6.0126 0.259 0.000 -0.136
C -2.8277 -0.2560 -6.6638 -0.076 -0.047 -0.149
O -2.7347 0.3589 -3.1703 0.218 -0.069 0.142
H 2.4192 -2.7525 5.1247 0.037 -0.017 -0.034
O -4.2047 6.4881 -3.6996 -0.169 0.232 0.038
C -3.2548 0.0959 -4.2394 -0.517 -0.062 -0.022
C 0.6663 1.9653 4.3897 0.078 -0.576 -0.022
O -0.2451 -5.4341 7.6638 -0.138 0.062 0.033
C -2.3607 0.0461 -5.4475 0.021 -0.043 -0.273
C 1.7254 0.1393 3.2209 -0.102 -0.048 0.208
O 3.0170 0.6442 1.3316 0.206 -0.515 -0.240
C 2.3157 1.1013 2.2322 -0.112 0.575 -0.013
C 1.0679 -3.9611 6.3247 0.395 0.131 -0.246
C 3.0291 -6.0276 6.1566 -0.435 -0.164 0.305
```
Forces are in eV/Å.

Properties
HOMO-LUMO gap ... 0.2499 Ha
Largest force on an atom ... 1.13 eV/Å
ΔE to the lowest compared entry with this formula, charge and spin ... 0.0 kJ/mol
LUMO ... -0.1659 hartree
Charge ... +1
Highest occupied orbital energy ... -11.314 eV

=====

Record 4
DFT (ωB97M-V/def2-TZVPD) results for a structure of composition C26H21BrCl2N3O2PTc at a distorted geometry.

Geometry as XYZ:
```
57
Properties=species:S:1:pos:R:3:forces:R:3
H 6.2254 -3.3331 -0.6445 0.067 -0.130 -0.071
Cl 1.5381 -0.4626 3.0842 -0.240 -1.434 0.703
H -3.4542 1.2926 -1.7746 -0.121 0.023 0.065
O 3.7779 1.0452 2.0205 -2.366 1.810 0.139
P -1.1757 0.2666 -0.1950 -3.254 -0.611 -1.208
H -2.9334 4.0413 2.3955 0.004 0.079 0.015
C -0.1599 1.1492 -2.5941 -0.086 0.018 0.124
Tc 2.0631 0.7246 1.0534 -2.103 -1.147 -1.369
H 3.2028 3.3099 -1.9542 0.093 0.201 -0.239
H -0.9505 -1.8020 1.7722 -0.033 0.026 0.078
H -2.3564 -5.2694 -0.2903 -0.081 -0.008 0.013
C 5.6467 -1.6313 0.5299 -0.302 -0.014 -0.145
H 6.5902 -1.4807 1.0335 -0.018 0.014 0.061
N 0.2897 0.4288 0.3560 4.538 0.350 1.789
H 0.7778 0.8235 -2.1719 0.113 -0.059 -0.096
H -2.8376 -3.8863 -2.2843 0.016 -0.125 -0.096
C 1.1699 1.0369 3.9171 -0.110 0.167 1.059
H -3.7416 -0.6231 0.9621 -0.044 -0.001 -0.022
C -4.2858 2.3808 2.4232 -0.037 -0.081 0.036
C 4.6031 -0.7757 0.8208 0.675 0.331 0.552
C -2.1591 2.3689 1.3090 -0.155 0.033 0.013
O 5.8460 0.3552 2.4921 -0.602 0.358 -0.090
C -2.4105 -3.4408 -1.4002 -0.071 0.056 -0.100
C -1.6117 -1.5080 -0.2529 0.610 0.919 0.154
C -1.3713 -2.2631 0.8887 -0.021 -0.203 0.056
C -2.5513 1.4112 -2.3547 0.088 0.027 0.022
H 0.1997 0.9649 4.4123 0.155 0.035 -0.166
C 3.1992 -1.8322 -0.6357 -0.335 -0.145 -0.218
H -2.3013 -1.4908 -2.2863 -0.030 0.073 -0.123
C 5.4345 -2.6458 -0.3939 -0.166 0.247 0.087
C -0.2150 1.7375 -3.8430 -0.012 0.066 -0.111
C 2.5467 1.9040 -0.4544 0.769 1.563 -1.306
H -1.4868 -4.2090 1.7644 0.036 -0.067 0.018
C -1.3254 0.9898 -1.8503 0.155 -0.158 0.594
C -1.4330 2.1777 -4.3457 -0.009 -0.089 0.085
N 2.8943 2.6478 -1.2747 -0.516 -1.117 1.103
C 4.8052 0.3170 1.8884 2.486 -2.338 -0.750
C -3.5711 0.4013 1.2648 -0.019 -0.128 -0.038
Cl 1.1184 2.2740 2.6598 0.034 0.986 -0.082
H 1.9690 1.2665 4.6245 -0.093 -0.005 -0.214
C -3.1081 3.0252 2.0748 0.192 0.121 -0.015
H 3.9494 -3.5150 -1.7070 0.038 0.007 0.034
C -2.1250 -2.0834 -1.4024 -0.041 -0.046 -0.041
C -2.4058 1.0614 0.8990 0.937 -0.194 -0.380
H -1.2398 2.8601 1.0170 -0.055 0.137 -0.041
N 3.3833 -0.8463 0.2522 -0.011 0.141 0.111
Br 1.5118 -2.0240 -1.4461 0.129 0.013 0.021
H -1.4781 2.6534 -5.3155 -0.006 0.005 -0.013
H -5.4318 0.5753 2.3020 -0.080 -0.047 0.027
H -5.0260 2.8960 3.0167 -0.049 0.057 0.027
C 4.1848 -2.7494 -0.9817 -0.069 0.203 0.084
C -2.1636 -4.2058 -0.2726 -0.029 -0.118 -0.058
C -1.6577 -3.6175 0.8768 0.091 0.133 0.166
H 0.6914 1.8622 -4.4176 0.020 0.009 -0.082
C -2.5957 2.0084 -3.6028 -0.025 0.072 -0.092
H -3.5388 2.3645 -3.9889 -0.067 -0.014 -0.058
C -4.5163 1.0736 2.0240 0.012 -0.001 -0.007
```
Forces are in eV/Å.

Properties
HOMO-LUMO gap (spin up / spin down) ... 0.2336 / 0.2606 Ha
Largest force on an atom ... 4.89 eV/Å
ΔE to the lowest compared entry with this formula, charge and spin ... 48.9 kJ/mol
2S+1 ... 2
LUMO (spin up / spin down) ... -0.3077 / -0.2839 hartree
Charge ... +2
Highest occupied orbital energy (spin up / spin down) ... -14.729 / -14.817 eV